(1)
{
  "formula": "C6H6BNO5S",
  "method": "wB97M-V/def2-TZVPD",
  "homo_lumo_gap_ev": 9.0,
  "charge": 0,
  "energy_ha": -1086.2112,
  "symbols": ["C", "C", "O", "C", "S", "C", "C", "N", "O", "O", "C", "B", "O", "O", "H", "H", "H", "H", "H", "H"],
  "positions_angstrom": [[0.269, -0.950, 2.240], [-0.169, -0.603, 0.795], [-1.082, -1.274, 0.237], [0.489, 0.485, 0.114], [1.639, 1.517, 0.925], [1.913, 2.282, -0.535], [1.071, 1.839, -1.533], [1.131, 2.259, -2.866], [1.913, 3.179, -3.120], [0.342, 1.791, -3.671], [0.285, 0.723, -1.209], [-0.846, 0.100, -2.107], [-1.957, 0.841, -2.193], [-0.522, -0.974, -2.786], [0.258, -0.226, 3.190], [1.412, -1.307, 2.296], [-0.331, -1.741, 2.549], [2.524, 3.149, -0.644], [-2.616, 0.948, -2.926], [-1.349, -1.135, -3.377]],
  "mulliken_charge": [-1.3757, 1.1442, -0.6126, 0.2109, -0.1654, -0.3188, -0.2542, 1.0701, -0.6388, -0.5827, -0.3101, 0.7303, -0.5626, -0.4982, 0.3002, 0.3105, 0.4065, 0.5225, 0.3194, 0.3045]
}

(2)
{
  "formula": "C3H7AuO2",
  "method": "wB97M-V/def2-TZVPD",
  "homo_lumo_gap_ev": [5.3, 7.5],
  "multiplicity": 4,
  "charge": 1,
  "energy_ha": -404.1157,
  "symbols": ["C", "O", "C", "C", "O", "H", "H", "H", "H", "H", "H", "H", "Au"],
  "positions_angstrom": [[-0.058, 0.785, -1.590], [0.225, 0.249, -0.308], [-0.780, -0.567, 0.215], [-0.319, -1.188, 1.493], [0.773, -0.964, 1.976], [0.770, 1.450, -1.859], [-0.128, -0.037, -2.318], [-0.995, 1.362, -1.584], [-1.048, -1.387, -0.476], [-1.685, 0.031, 0.435], [-1.097, -1.724, 2.070], [2.886, 0.781, 0.605], [1.457, 1.209, 1.342]],
  "lowdin_spin": [0.0120, 0.1241, 0.1777, 0.6976, 0.9248, 0.0048, 0.0034, 0.0004, 0.0269, 0.0253, 0.1013, 0.2793, 0.6226]
}

(3)
{
  "formula": "C28H30N6O5ReS3",
  "method": "wB97M-V/def2-TZVPD",
  "homo_lumo_gap_ev": [6.8, 6.9],
  "multiplicity": 2,
  "charge": 0,
  "energy_ha": -3062.5902,
  "symbols": ["Re", "N", "C", "S", "N", "N", "C", "C", "C", "C", "C", "C", "C", "C", "C", "C", "C", "C", "N", "H", "H", "H", "H", "H", "H", "H", "H", "H", "H", "H", "O", "C", "C", "C", "C", "C", "C", "C", "O", "N", "N", "C", "S", "C", "C", "S", "H", "H", "H", "H", "H", "H", "H", "H", "H", "C", "C", "C", "O", "H", "H", "H", "H", "H", "H", "H", "C", "O", "C", "O", "H", "H", "H"],
  "positions_angstrom": [[-0.612, -0.872, 0.839], [1.867, -2.005, 4.229], [1.305, -1.243, 3.252], [-0.455, -1.278, 3.180], [2.117, -0.585, 2.493], [1.462, 0.126, 1.498], [2.190, 0.969, 0.860], [3.673, 1.099, 1.060], [4.503, -0.005, 0.880], [5.876, 0.122, 1.027], [6.432, 1.351, 1.377], [5.609, 2.452, 1.574], [4.234, 2.326, 1.404], [1.554, 1.879, -0.148], [2.318, 2.420, -1.173], [1.713, 3.281, -2.077], [0.368, 3.572, -1.933], [-0.323, 2.961, -0.894], [0.253, 2.136, -0.020], [1.280, -2.395, 4.943], [2.848, -1.884, 4.414], [4.062, -0.963, 0.623], [6.516, -0.741, 0.875], [7.506, 1.450, 1.491], [6.035, 3.411, 1.856], [3.587, 3.187, 1.550], [3.362, 2.152, -1.272], [2.289, 3.714, -2.887], [-0.143, 4.249, -2.609], [-1.388, 3.138, -0.760], [-3.530, 2.263, -2.680], [-2.645, 1.634, -3.473], [-2.714, 1.903, -4.838], [-1.831, 1.299, -5.711], [-0.858, 0.410, -5.244], [-0.790, 0.140, -3.891], [-1.672, 0.742, -2.988], [-1.545, 0.434, -1.548], [-0.611, -0.379, -1.159], [-2.353, 1.022, -0.722], [-2.042, 0.683, 0.611], [-2.786, 1.249, 1.492], [-2.503, 1.112, 3.203], [-4.180, 1.602, 3.628], [-4.587, 2.718, 2.693], [-4.147, 2.230, 1.009], [-3.344, 1.980, -1.754], [-3.477, 2.595, -5.187], [-1.900, 1.521, -6.771], [-0.167, -0.064, -5.933], [-0.050, -0.546, -3.497], [-4.164, 1.924, 4.668], [-4.826, 0.734, 3.523], [-4.078, 3.648, 2.939], [-5.663, 2.878, 2.706], [0.100, -4.564, 1.104], [0.506, -3.649, -0.030], [1.877, -4.003, -0.557], [0.553, -2.274, 0.410], [-0.048, -5.581, 0.721], [-0.827, -4.225, 1.565], [0.884, -4.587, 1.873], [-0.214, -3.747, -0.831], [2.618, -3.879, 0.242], [2.148, -3.345, -1.388], [1.900, -5.041, -0.904], [-3.522, -3.865, -0.205], [-2.351, -3.028, -0.163], [-2.389, -1.970, 0.728], [-3.393, -1.764, 1.384], [-3.207, -4.808, -0.646], [-4.289, -3.402, -0.823], [-3.919, -4.021, 0.791]],
  "lowdin_spin": [0.8335, -0.0018, -0.0034, -0.0034, 0.0023, -0.0012, 0.0100, 0.0009, 0.0008, -0.0001, 0.0006, 0.0000, 0.0009, 0.0009, 0.0012, -0.0001, 0.0015, 0.0005, 0.0081, -0.0001, -0.0002, 0.0001, 0.0000, 0.0000, 0.0000, 0.0000, 0.0000, 0.0000, 0.0001, 0.0001, 0.0000, -0.0003, 0.0000, -0.0004, 0.0000, -0.0003, -0.0001, -0.0013, 0.0014, -0.0007, -0.0097, 0.0334, 0.0086, 0.0010, 0.0015, 0.0171, 0.0000, 0.0000, 0.0000, 0.0000, -0.0001, -0.0001, 0.0001, 0.0004, 0.0000, 0.0011, 0.0120, 0.0004, 0.0660, 0.0006, 0.0000, 0.0002, -0.0007, 0.0002, 0.0002, -0.0002, 0.0004, 0.0036, 0.0030, 0.0113, 0.0000, 0.0000, 0.0000]
}

(4)
{
  "formula": "C40H60AsF6O30",
  "method": "wB97M-V/def2-TZVPD",
  "homo_lumo_gap_ev": 10.0,
  "charge": -1,
  "energy_ha": -6652.7029,
  "symbols": ["As", "F", "F", "F", "F", "F", "F", "C", "C", "C", "O", "C", "O", "O", "H", "H", "H", "H", "H", "H", "C", "C", "C", "O", "C", "O", "O", "H", "H", "H", "H", "H", "H", "C", "C", "C", "O", "C", "O", "O", "H", "H", "H", "H", "H", "H", "C", "C", "C", "O", "C", "O", "O", "H", "H", "H", "H", "H", "H", "C", "C", "C", "O", "C", "O", "O", "H", "H", "H", "H", "H", "H", "C", "C", "C", "O", "C", "O", "O", "H", "H", "H", "H", "H", "H", "C", "C", "C", "O", "C", "O", "O", "H", "H", "H", "H", "H", "H", "C", "C", "C", "O", "C", "O", "O", "H", "H", "H", "H", "H", "H", "C", "C", "C", "O", "C", "O", "O", "H", "H", "H", "H", "H", "H", "C", "C", "C", "O", "C", "O", "O", "H", "H", "H", "H", "H", "H"],
  "positions_angstrom": [[-0.524, 0.043, 0.390], [-0.255, 1.077, -1.037], [1.061, 0.603, 1.019], [-0.744, -0.931, 1.861], [-2.027, -0.597, -0.283], [0.321, -1.311, -0.444], [-1.375, 1.424, 1.200], [0.955, 4.397, -0.270], [-0.266, 4.492, 0.645], [-0.009, 4.259, 2.078], [-0.460, 5.402, 2.770], [-0.862, 6.309, 1.838], [-1.430, 7.327, 2.113], [-0.613, 5.882, 0.596], [1.282, 3.361, -0.366], [1.812, 5.007, 0.014], [0.704, 4.757, -1.268], [-1.036, 3.869, 0.190], [1.032, 4.248, 2.401], [-0.549, 3.439, 2.550], [2.443, -4.940, 2.558], [2.608, -3.600, 1.774], [2.250, -2.419, 2.643], [3.518, -1.826, 2.972], [4.469, -2.493, 2.370], [5.656, -2.212, 2.412], [3.996, -3.471, 1.651], [2.673, -4.870, 3.621], [3.068, -5.689, 2.072], [1.408, -5.247, 2.406], [2.204, -3.689, 0.766], [1.702, -2.699, 3.543], [1.587, -1.768, 2.073], [-3.437, -3.405, 0.744], [-1.996, -3.853, 0.902], [-1.458, -3.785, 2.282], [-1.002, -5.184, 2.510], [-1.129, -5.864, 1.419], [-0.718, -7.030, 1.279], [-1.909, -5.217, 0.520], [-3.769, -3.485, -0.291], [-3.480, -2.353, 1.026], [-4.038, -4.070, 1.365], [-1.440, -3.148, 0.283], [-2.248, -3.516, 2.983], [-0.611, -3.104, 2.375], [-0.992, -4.640, -3.103], [0.363, -4.219, -2.541], [0.850, -5.022, -1.408], [2.222, -5.125, -1.619], [2.489, -4.790, -2.888], [3.583, -4.721, -3.436], [1.378, -4.409, -3.496], [-1.098, -4.187, -4.088], [-1.828, -4.446, -2.431], [-0.909, -5.708, -3.304], [0.302, -3.153, -2.321], [0.328, -5.978, -1.377], [0.631, -4.621, -0.419], [1.016, 1.231, -3.983], [2.225, 1.897, -4.521], [1.946, 3.000, -5.536], [2.196, 4.174, -4.826], [2.834, 3.947, -3.655], [3.281, 4.794, -2.884], [2.890, 2.632, -3.517], [0.189, 1.824, -3.594], [1.236, 0.561, -3.152], [0.542, 0.621, -4.752], [2.913, 1.197, -4.995], [0.923, 2.894, -5.895], [2.653, 2.956, -6.365], [3.342, -0.551, -0.848], [4.424, 0.601, -0.961], [4.009, 1.996, -0.401], [5.079, 2.257, 0.542], [6.002, 1.285, 0.485], [7.119, 1.304, 0.922], [5.613, 0.287, -0.307], [3.310, -0.999, 0.145], [3.584, -1.329, -1.573], [2.392, -0.174, -1.226], [4.605, 0.871, -2.001], [3.044, 1.906, 0.099], [4.053, 2.714, -1.220], [-3.427, -0.004, 3.196], [-2.645, -0.116, 4.460], [-1.339, 0.661, 4.513], [-1.552, 1.584, 5.479], [-2.672, 1.429, 6.116], [-3.034, 2.026, 7.165], [-3.381, 0.544, 5.463], [-3.010, -0.326, 2.241], [-3.679, 1.041, 3.016], [-4.407, -0.469, 3.299], [-2.453, -1.162, 4.697], [-1.159, 1.195, 3.580], [-0.459, 0.026, 4.618], [3.309, 2.267, 3.293], [2.089, 2.105, 4.178], [2.360, 1.127, 5.403], [2.064, 2.026, 6.471], [1.684, 3.284, 6.095], [1.417, 4.237, 6.850], [1.724, 3.341, 4.738], [4.149, 2.708, 3.830], [2.976, 2.862, 2.443], [3.615, 1.289, 2.920], [1.346, 1.663, 3.514], [3.378, 0.747, 5.493], [1.681, 0.276, 5.444], [-4.985, 0.398, -0.754], [-4.727, 1.832, -0.963], [-3.320, 2.374, -1.254], [-3.487, 3.092, -2.435], [-4.670, 2.944, -2.907], [-5.047, 3.328, -4.013], [-5.443, 2.245, -2.068], [-4.550, 0.069, 0.190], [-4.687, -0.318, -1.520], [-6.069, 0.390, -0.640], [-5.203, 2.408, -0.170], [-2.576, 1.583, -1.353], [-3.022, 3.207, -0.617], [-4.147, 0.148, -5.882], [-2.818, 0.568, -5.179], [-2.493, -0.346, -3.978], [-2.074, -1.530, -4.630], [-1.462, -1.137, -5.824], [-0.823, -1.832, -6.650], [-1.725, 0.174, -5.984], [-4.491, 0.853, -6.639], [-4.933, 0.060, -5.132], [-4.095, -0.868, -6.273], [-2.788, 1.620, -4.897], [-3.391, -0.560, -3.398], [-1.653, -0.059, -3.345]],
  "mulliken_charge": [2.1889, -0.3515, -0.3439, -0.2767, -0.3378, -0.4348, -0.6516, -1.5428, 2.5942, 1.0494, -0.4662, 0.4847, -0.5906, -0.4946, 0.0100, 0.5526, 0.4505, -1.3993, -0.2618, -0.4263, -1.5695, 1.3768, 0.1800, -0.3865, 0.3725, -0.6272, -0.4481, 0.3593, 0.3907, 0.3241, -0.3372, 0.5275, -0.4093, -1.7297, 1.6909, 0.8197, -0.4086, 0.5027, -0.6250, -0.4350, 0.3162, 0.2077, 0.4551, -0.5847, 0.1896, -0.4936, -1.6211, 1.2680, 1.0159, -0.3851, 0.5060, -0.6129, -0.4204, 0.3617, 0.2197, 0.4823, -0.3729, 0.3828, -0.7617, -0.9556, 0.6254, -0.5271, -0.4081, 0.5679, -0.5801, -0.1233, 0.3531, -0.2126, 0.3380, 0.2364, 0.3029, 0.3167, -0.2503, 0.3084, 1.4921, -0.4340, 0.6049, -0.6078, -0.4381, -0.2183, 0.6755, -0.4496, 0.0907, -0.8191, -0.1717, -1.1683, 0.9320, 1.1465, -0.3639, 0.4890, -0.6426, -0.3917, -0.2051, 0.3919, 0.5249, 0.1238, -0.7362, -0.2414, -1.5592, 2.6291, -0.1302, -0.4208, 0.5751, -0.5972, -0.3819, 0.4066, 0.1278, 0.2477, -1.4116, 0.3193, 0.2260, -1.0684, 0.8228, 0.7316, -0.3879, 0.4586, -0.6272, -0.3922, -0.0115, 0.1451, 0.4729, 0.2633, -0.5015, 0.0249, -1.5245, 0.3746, 1.0697, -0.3290, 0.6471, -0.6291, -0.3962, 0.3777, 0.3361, 0.3779, 0.5605, -0.2166, -0.6576]
}

Energy above the lowest of the compared OMol25 structures with the same formula, charge and spin (computed, kcal per mole): 1.6, 0.0, 28.7, 65.8
M (computed, g/mol): 215.00, 272.05, 812.99, 1209.80